Entry 1:
9 unconnected molecules or ions with the total composition C22H56Cl4F6O18PS6, computed with ωB97M-V/def2-TZVPD.

Atoms and positions in Å:
P: 0.212 0.194 0.141
F: -0.380 -0.787 -1.003
F: 0.268 -1.095 1.146
F: 1.717 -0.115 -0.364
F: 0.763 1.140 1.331
F: 0.172 1.442 -0.865
F: -1.317 0.524 0.614
Cl: -1.321 -0.945 5.200
C: -1.636 -0.580 3.479
C: -3.091 -0.491 3.129
Cl: -3.860 0.904 3.972
H: -1.227 -1.422 2.926
H: -1.114 0.336 3.221
H: -3.693 -1.348 3.412
H: -3.167 -0.292 2.060
Cl: 4.902 0.988 3.150
C: 3.656 -0.027 3.905
C: 2.247 0.357 3.516
Cl: 1.761 1.940 4.157
H: 3.778 0.029 4.984
H: 3.833 -1.050 3.572
H: 1.542 -0.390 3.880
H: 2.154 0.403 2.432
O: 1.793 1.532 -3.820
S: 2.682 2.536 -3.385
O: 2.257 3.884 -3.215
O: 3.326 2.124 -2.007
C: 3.900 0.803 -1.906
C: 4.514 0.675 -0.540
C: 4.089 2.583 -4.462
H: 4.621 0.615 -2.708
H: 3.119 0.060 -2.058
H: 3.744 0.675 0.232
H: 5.119 1.554 -0.302
H: 5.106 -0.238 -0.488
H: 4.449 1.582 -4.670
H: 4.826 3.220 -3.977
H: 3.754 3.079 -5.371
O: -2.398 5.053 -2.555
S: -1.052 4.569 -2.661
O: -0.817 3.305 -3.235
O: -0.225 5.641 -3.522
C: -0.613 7.000 -3.472
C: -0.135 7.777 -2.252
C: -0.322 4.674 -1.072
H: -1.689 7.151 -3.583
H: -0.223 7.495 -4.365
H: -0.871 7.747 -1.445
H: 0.096 8.818 -2.478
H: 0.776 7.373 -1.804
H: -0.722 5.528 -0.536
H: 0.758 4.683 -1.206
H: -0.625 3.768 -0.546
O: -3.016 -2.169 -3.304
S: -4.201 -2.744 -2.803
O: -4.921 -3.705 -3.573
O: -3.911 -3.472 -1.430
C: -3.160 -2.720 -0.454
C: -2.797 -3.658 0.676
C: -5.327 -1.478 -2.273
H: -3.833 -1.942 -0.071
H: -2.298 -2.197 -0.861
H: -2.055 -3.223 1.345
H: -2.369 -4.580 0.285
H: -3.684 -3.872 1.277
H: -4.790 -0.540 -2.161
H: -5.764 -1.773 -1.323
H: -6.120 -1.408 -3.014
O: 2.080 -1.535 -2.805
S: 2.514 -2.768 -2.284
O: 3.020 -3.803 -3.130
O: 3.658 -2.401 -1.218
C: 4.449 -3.469 -0.703
C: 5.786 -3.561 -1.420
C: 1.308 -3.458 -1.165
H: 3.938 -4.432 -0.810
H: 4.553 -3.349 0.376
H: 5.609 -3.546 -2.493
H: 6.329 -4.456 -1.121
H: 6.399 -2.695 -1.155
H: 1.421 -4.538 -1.201
H: 0.326 -3.164 -1.523
H: 1.566 -3.075 -0.187
O: -2.845 1.527 -2.227
S: -3.701 1.803 -1.141
O: -4.152 0.777 -0.248
O: -3.060 2.982 -0.317
C: -3.597 3.229 1.008
C: -3.519 4.709 1.245
C: -5.117 2.663 -1.798
H: -2.967 2.685 1.712
H: -4.605 2.825 1.073
H: -3.997 5.243 0.426
H: -2.495 5.051 1.390
H: -4.020 4.920 2.194
H: -5.313 2.236 -2.780
H: -4.863 3.716 -1.861
H: -5.984 2.450 -1.176
O: 2.889 -5.147 2.011
S: 1.588 -4.711 2.376
O: 0.462 -4.878 1.512
O: 1.245 -5.430 3.748
C: -0.152 -5.526 4.109
C: -0.258 -6.008 5.542
C: 1.658 -3.042 2.934
H: -0.644 -6.231 3.443
H: -0.611 -4.542 3.998
H: 0.441 -5.536 6.226
H: -0.203 -7.094 5.607
H: -1.276 -5.775 5.870
H: 2.240 -2.978 3.848
H: 0.620 -2.745 3.061
H: 2.092 -2.422 2.153

charge: -1
maximum force: 1.81 eV/Å
HOMO-LUMO gap: 0.37191 Ha
calculated total energy: -7396.8874 a.u.
LUMO: 1.98 eV



Entry 2:
5 unconnected molecules or ions with the total composition C22H56ClN4O11, computed with ωB97M-V/def2-TZVPD.

Atoms and positions in Å:
Cl: -6.731 -14.809 -3.141
O: -6.257 -14.389 -4.450
O: -6.670 -13.669 -2.264
O: -8.087 -15.286 -3.324
O: -5.871 -15.770 -2.576
C: -2.230 -14.909 7.868
O: -1.547 -15.068 6.630
C: -0.867 -16.294 6.563
C: -0.393 -16.303 5.115
N: -1.572 -16.450 4.279
C: -1.543 -15.687 3.005
C: -0.433 -16.190 2.021
O: 0.762 -15.533 2.288
C: 1.893 -15.895 1.529
H: -2.609 -13.890 7.943
H: -1.669 -15.138 8.774
H: -2.944 -15.732 7.858
H: -1.503 -17.131 6.852
H: -0.075 -16.318 7.311
H: 0.349 -17.083 4.946
H: 0.060 -15.346 4.856
H: -2.321 -16.187 4.904
H: -1.349 -14.628 3.172
H: -2.455 -15.776 2.415
H: -0.825 -16.091 1.009
H: -0.291 -17.261 2.167
H: 2.679 -15.202 1.827
H: 1.792 -15.631 0.476
H: 2.302 -16.904 1.578
C: -5.290 -7.349 -5.864
O: -5.598 -7.489 -7.261
C: -5.842 -8.859 -7.570
C: -6.016 -9.201 -9.060
N: -4.755 -8.967 -9.788
C: -4.925 -9.136 -11.248
C: -5.405 -7.783 -11.884
O: -6.763 -7.541 -11.692
C: -7.128 -6.228 -12.171
H: -4.214 -7.212 -5.757
H: -5.614 -8.201 -5.266
H: -5.863 -6.509 -5.470
H: -6.639 -9.265 -6.947
H: -4.919 -9.368 -7.291
H: -6.915 -8.722 -9.448
H: -6.298 -10.253 -9.120
H: -4.439 -8.047 -9.516
H: -5.652 -9.925 -11.436
H: -3.931 -9.322 -11.655
H: -5.384 -7.943 -12.962
H: -4.722 -7.006 -11.542
H: -6.467 -5.430 -11.836
H: -8.096 -5.899 -11.792
H: -7.098 -6.200 -13.260
C: -13.734 -16.783 3.341
O: -12.468 -16.195 3.414
C: -12.084 -15.537 2.197
C: -10.668 -14.901 2.294
N: -10.442 -14.460 3.687
C: -9.232 -13.725 3.768
C: -9.175 -13.110 5.194
O: -9.650 -14.066 6.166
C: -9.646 -13.492 7.490
H: -14.479 -16.048 3.036
H: -13.921 -17.272 4.298
H: -13.789 -17.593 2.614
H: -12.882 -14.879 1.854
H: -11.899 -16.237 1.382
H: -10.653 -14.111 1.543
H: -9.928 -15.647 2.004
H: -11.088 -13.706 3.872
H: -9.218 -12.891 3.067
H: -8.377 -14.360 3.535
H: -9.889 -12.287 5.193
H: -8.160 -12.871 5.511
H: -10.450 -12.763 7.590
H: -8.741 -12.988 7.831
H: -9.839 -14.350 8.134
C: 1.408 -21.362 -3.106
C: 1.857 -21.020 -4.602
C: 1.404 -19.671 -5.166
O: -0.033 -19.676 -5.042
C: -0.646 -18.574 -5.770
N: 3.318 -21.090 -4.616
H: 0.332 -21.212 -3.016
H: 1.791 -20.718 -2.314
H: 1.583 -22.409 -2.857
H: 1.448 -21.842 -5.188
H: 1.703 -19.666 -6.214
H: 1.794 -18.819 -4.611
H: -1.703 -18.478 -5.521
H: -0.608 -18.691 -6.853
H: -0.163 -17.612 -5.597
H: 3.648 -20.136 -4.581
H: 3.592 -21.292 -5.567

charge: -1
maximum force: 2.74 eV/Å
HOMO-LUMO gap: 0.28084 Ha
calculated total energy: -2378.2220 a.u.
LUMO: 2.16 eV
energy relative to the best compared isomer or geometry (same formula, charge and spin): 0.0 kcal per mole